1.
C19H18ClN3O3 in the gas phase at a distorted geometry, computed with wB97M-V/def2-TZVPD.

```
44
Properties=species:S:1:pos:R:3:mulliken_charge:R:1
H 0.370 -1.534 -1.205 0.426
C -1.083 1.571 -1.923 0.571
C -2.030 1.549 -0.900 -0.233
C 2.364 1.086 -0.760 0.302
C 3.229 2.377 -2.564 0.000
C -1.551 -4.281 2.588 -0.948
H 0.708 0.994 2.247 0.452
H 2.908 0.263 -0.293 0.700
H -0.869 1.973 -4.104 0.362
C -0.068 -2.330 2.126 0.855
N 3.318 3.203 -1.495 -0.068
H -1.297 -4.927 1.751 0.288
H 3.038 0.238 -2.624 0.378
H -0.357 -2.586 4.910 0.353
N -0.437 -3.392 2.949 0.047
H 1.115 -3.441 4.452 0.294
C -2.877 2.255 -3.473 -0.687
O 3.407 2.716 0.683 -0.608
C 0.366 -1.398 -0.123 -0.475
O 3.802 2.705 -3.579 -0.622
H -4.061 1.921 -0.328 0.400
H 0.647 2.019 0.113 0.485
C 2.988 2.439 -0.413 -0.321
C 0.557 -0.109 0.425 -0.341
N 0.250 1.144 -1.770 0.452
C 0.905 1.096 -0.442 -0.399
H 4.048 3.867 -1.504 0.329
C 0.476 0.045 1.796 -0.617
C 0.035 -3.434 4.365 -0.967
H -0.337 -4.340 4.839 0.315
H -0.183 -3.428 0.250 0.232
H -1.792 -4.944 3.427 0.319
Cl -5.483 2.586 -2.641 -0.231
C -3.361 1.909 -1.149 -0.911
C 2.487 1.107 -2.263 0.165
H -3.208 2.508 -4.465 0.421
H -2.462 -3.662 2.386 0.303
C 0.031 -2.466 0.722 -0.725
C -1.524 1.952 -3.223 -0.418
C 0.162 -1.030 2.641 -0.306
H -1.756 1.234 0.090 0.393
H 0.156 -0.780 3.720 0.166
C -3.779 2.219 -2.424 0.273
O 1.151 1.108 -2.817 -0.405
```

As for the charge: 0. As for the energy above the lowest of the compared OMol25 structures with the same formula, charge and spin: 259.71 kJ/mol. The value obtained for the largest force on an atom is 0.0698 Eh/bohr. The lowest unoccupied orbital energy is 0.52 eV. As for the HOMO-LUMO gap: 8.21 eV. As for the SMILES: CN(C)c1ccc([C@H]2[C@@H]3C(=O)NC(=O)[C@@H]3ON2c2ccc(Cl)cc2)cc1.



2.
A molecular structure, C19H18CoN4O2SSe at a distorted geometry, computed with wB97M-V/def2-TZVPD.

```
46
Properties=species:S:1:pos:R:3:mulliken_charge:R:1
C -1.989 -3.223 0.656 -0.765
C -2.708 -2.087 0.301 0.748
N -0.426 1.021 3.586 0.239
H 1.020 -1.352 0.104 0.090
H -5.241 -0.650 -1.027 0.219
C 2.462 3.480 0.102 -1.481
O 0.352 1.107 2.607 -0.339
H -2.042 -5.354 0.662 0.396
O -1.579 0.665 3.278 -0.364
H 1.918 3.902 -0.743 0.322
H 1.776 3.382 0.942 0.252
Co -0.987 0.573 1.102 -0.058
C 3.022 2.134 -0.245 0.828
C -2.562 -4.449 0.388 -0.600
C -2.588 3.264 0.513 -0.139
C -3.808 -4.567 -0.232 -0.421
H 5.035 2.837 -0.323 0.266
C 1.940 -1.519 -0.462 -1.342
C -4.525 -3.452 -0.616 -1.055
C -3.457 -0.094 -0.036 0.368
H -4.221 -5.552 -0.399 0.388
H 1.677 -1.844 -1.469 0.301
H -1.025 -3.137 1.132 0.398
C -3.513 1.336 -0.033 0.028
C -4.443 2.183 -0.583 -0.338
H 3.258 4.164 0.389 0.389
H -1.878 3.955 0.923 0.469
H 2.513 -2.306 0.025 0.435
C 4.954 0.736 -0.665 0.624
S -3.994 3.815 -0.320 -0.110
C -3.961 -2.215 -0.343 0.664
N -4.397 -0.932 -0.559 -0.039
C 4.388 1.973 -0.396 -1.032
C 2.198 1.010 -0.398 0.259
N -2.428 -0.756 0.477 -0.124
C 6.416 0.604 -0.961 -1.415
H 4.567 -1.363 -0.789 0.398
N -2.473 1.980 0.584 0.063
H -5.485 -3.543 -1.101 0.388
C 2.760 -0.267 -0.504 0.916
C 4.134 -0.381 -0.649 -0.972
H 6.887 -0.106 -0.284 0.339
H 6.916 1.566 -0.880 0.341
Se 0.321 1.289 -0.657 -0.204
H 6.553 0.237 -1.978 0.310
H -5.338 1.938 -1.118 0.362
```

As for the charge: 0. As for the energy above the lowest of the compared OMol25 structures with the same formula, charge and spin: 24.62 kJ/mol. The value obtained for the largest force on an atom is 0.0327 Eh/bohr. The lowest unoccupied orbital energy (spin up / spin down) is -0.75 / -0.75 eV. As for the HOMO-LUMO gap (spin up / spin down): 6.16 / 6.44 eV. As for the multiplicity: 4.



3.
C19H18F3N3O2 in the gas phase, computed with wB97M-V/def2-TZVPD.

```
45
Properties=species:S:1:pos:R:3:mulliken_charge:R:1
C 1.798 -0.017 -1.271 -0.818
C -0.187 2.125 1.323 -1.653
H 4.639 1.233 1.007 0.434
C 3.867 -0.401 -0.141 0.452
C -3.270 -4.822 -0.797 -1.172
H -4.363 -2.434 0.126 0.425
H -0.621 2.729 2.126 0.492
H -3.891 -4.584 -1.659 0.317
H 2.889 -1.858 -1.373 0.448
H -3.915 -5.230 -0.020 0.311
H -3.432 3.078 -0.237 0.419
C -1.343 3.610 -0.336 -0.872
N -2.673 -1.379 0.560 -0.423
H 0.754 1.700 1.677 0.670
H -3.124 0.842 0.764 0.570
H -1.373 4.659 -0.041 0.303
H 2.762 2.721 0.477 0.412
C -0.001 2.977 0.062 0.220
H 0.996 -0.353 -1.912 0.527
C -2.284 1.354 0.291 -0.513
C 2.853 -0.856 -0.973 -0.724
F 6.034 -1.130 -0.727 -0.263
H -1.435 3.561 -1.423 0.340
F 4.724 -2.596 0.139 -0.265
H -2.659 3.194 1.337 0.339
F 5.577 -1.051 1.370 -0.275
C 3.838 0.889 0.371 -0.968
N -1.059 1.014 1.000 0.184
C -1.342 -1.388 0.589 0.576
C -3.282 -2.466 0.129 -0.518
C 1.737 1.267 -0.734 0.745
C 0.532 2.079 -1.057 0.109
N -1.252 -3.600 -0.276 -0.537
O -0.016 1.981 -2.129 -0.608
C 5.035 -1.294 0.168 0.847
C -0.550 -0.232 1.105 0.320
O 0.553 -0.443 1.595 -0.684
H 0.442 -2.542 0.205 0.587
C -2.513 2.862 0.308 -1.012
H -2.529 -5.565 -1.077 0.312
C -2.581 -3.595 -0.302 0.561
C -0.639 -2.520 0.172 -0.238
H -2.217 1.010 -0.748 0.333
C 2.772 1.718 0.080 -0.312
H 0.749 3.750 0.250 0.604
```

As for the charge: 0. As for the energy above the lowest of the compared OMol25 structures with the same formula, charge and spin: 0.00 kJ/mol. The value obtained for the largest force on an atom is 0.0165 Eh/bohr. The lowest unoccupied orbital energy is 0.06 eV. As for the HOMO-LUMO gap: 9.37 eV. As for the SMILES: Cc1cnc(C(=O)N2CCC[C@H](C(=O)c3ccc(C(F)(F)F)cc3)C2)cn1.



4.
2 unconnected molecules or ions with the total composition C19H18F6S at a distorted geometry, computed with wB97M-V/def2-TZVPD.

```
44
Properties=species:S:1:pos:R:3:mulliken_charge:R:1
H 2.628 -0.412 1.160 0.356
C -1.130 -6.944 0.928 -1.000
H -0.737 -7.166 -0.061 0.458
C -3.201 -8.235 0.377 0.888
C 0.373 0.435 1.822 -0.940
C -1.917 -0.498 0.519 1.137
H 1.080 -3.304 -0.678 0.162
F -3.399 -4.897 4.855 -0.257
C -0.558 -1.923 -0.931 0.069
C 1.930 -0.964 0.518 -1.631
H 2.069 -2.032 0.730 0.315
H -2.994 0.830 1.810 0.365
C -2.100 -6.366 3.497 0.400
H -3.285 -2.085 -0.020 0.440
F -2.431 -8.943 -0.505 -0.265
C -0.622 -1.003 0.109 0.705
H -1.640 1.591 4.103 0.346
C 0.599 -2.672 -1.442 -1.344
C -0.880 0.937 2.191 0.639
F -1.664 -5.880 5.795 -0.265
H -0.041 2.233 3.672 0.361
H -1.481 -2.119 -1.476 0.321
H -1.504 2.877 2.899 0.348
H -0.269 -5.271 3.814 0.447
F -3.474 -7.050 5.325 -0.266
H 0.205 -3.345 -2.215 0.342
H 1.256 0.804 2.348 0.269
C -0.367 -6.122 1.812 0.150
H -4.038 -0.515 0.331 0.350
F -4.032 -7.433 -0.371 -0.257
H -3.844 -7.490 2.902 0.421
F -3.999 -9.132 1.034 -0.267
H 2.224 -0.771 -0.522 0.300
C -2.011 0.450 1.523 -0.860
C 0.539 -0.507 0.818 1.298
C -1.023 1.963 3.273 -1.434
H -3.189 -0.769 -1.207 0.398
H 1.352 -2.032 -1.926 0.386
C -2.655 -6.054 4.867 0.881
C -3.170 -0.998 -0.133 -1.900
C -2.363 -7.420 1.334 0.386
C -0.863 -5.869 3.128 -0.988
S 1.064 -5.458 1.309 -0.453
C -2.868 -7.127 2.606 -0.810
```

As for the charge: 0. The value obtained for the largest force on an atom is 0.0526 Eh/bohr. The lowest unoccupied orbital energy is -3.13 eV. As for the HOMO-LUMO gap: 2.93 eV.



5.
C19H18N2O4 in the gas phase, computed with wB97M-V/def2-TZVPD.

```
43
Properties=species:S:1:pos:R:3:mulliken_charge:R:1
C -2.990 -0.056 -0.299 0.785
N 3.054 1.295 0.656 -0.582
H -0.078 0.231 2.204 0.431
H -1.403 -1.801 2.136 0.423
C -1.151 1.226 0.645 0.255
H -5.548 -0.573 -0.017 0.330
C 3.919 0.369 0.199 -0.323
H -3.373 -3.003 2.382 0.376
H 4.174 -2.328 -1.879 0.393
C 5.248 0.390 0.667 -0.411
C 3.529 -0.627 -0.735 1.143
C -2.214 1.127 -0.257 0.879
H -5.877 -0.332 -1.751 0.284
C -1.643 -0.997 1.461 -0.791
C 5.761 -1.530 -0.694 -0.562
H -0.807 3.055 -1.519 0.325
H 0.319 0.410 -1.084 0.449
C 1.332 0.354 -0.725 0.258
H -2.010 3.915 -0.524 0.336
C -0.888 0.151 1.495 -0.721
O -2.585 2.031 -1.192 -0.519
H 7.163 -0.528 0.588 0.369
C -3.229 -3.314 1.342 -0.953
H 5.526 1.155 1.376 0.480
H 6.488 -2.256 -1.026 0.390
C 6.145 -0.543 0.227 -0.409
H -2.297 3.681 -2.269 0.291
C -0.327 2.440 0.900 -0.677
O -0.777 3.484 1.325 -0.638
C 2.195 -0.592 -1.196 -1.189
H -2.226 -3.735 1.222 0.359
C -5.171 -0.742 -1.029 -0.805
H 1.870 -1.313 -1.933 0.411
H 1.578 3.031 1.200 0.288
C 4.478 -1.572 -1.168 -0.712
C -2.698 -1.123 0.558 1.011
C 1.812 1.280 0.235 0.289
H -3.968 -4.073 1.088 0.253
C -1.878 3.234 -1.368 -0.865
H -5.060 -1.816 -1.196 0.240
N 1.031 2.297 0.762 0.017
O -3.964 -0.047 -1.255 -0.476
O -3.459 -2.255 0.446 -0.433
```

As for the charge: 0. As for the energy above the lowest of the compared OMol25 structures with the same formula, charge and spin: 217.47 kJ/mol. The value obtained for the largest force on an atom is 0.0138 Eh/bohr. The lowest unoccupied orbital energy is 0.22 eV. As for the HOMO-LUMO gap: 8.44 eV. As for the SMILES: COc1ccc(C(=O)Nc2ccc3ccccc3n2)c(OC)c1OC.